Entry 1:
{"formula": "C12H24MgO16P", "method": "wB97M-V/def2-TZVPD", "symbols": ["Mg", "P", "O", "O", "O", "O", "C", "O", "C", "O", "O", "C", "H", "H", "H", "H", "H", "H", "C", "O", "C", "O", "O", "C", "H", "H", "H", "H", "H", "H", "C", "O", "C", "O", "O", "C", "H", "H", "H", "H", "H", "H", "C", "O", "C", "O", "O", "C", "H", "H", "H", "H", "H", "H"], "xyz": [[14.390, 5.588, -7.507], [15.729, 6.529, -8.990], [16.246, 7.070, -10.295], [14.331, 5.856, -9.415], [15.103, 7.363, -7.789], [16.178, 5.206, -8.234], [17.393, 3.382, -6.460], [17.524, 2.711, -5.168], [17.134, 1.465, -5.064], [17.344, 0.779, -4.094], [16.382, 1.067, -6.105], [15.823, -0.242, -6.019], [17.814, 2.810, -7.283], [17.880, 4.342, -6.387], [16.336, 3.531, -6.619], [15.205, -0.405, -6.896], [15.268, -0.337, -5.089], [16.632, -0.974, -6.060], [10.571, 4.594, -6.431], [10.481, 6.006, -6.243], [11.517, 6.742, -6.649], [12.569, 6.334, -7.039], [11.263, 8.006, -6.380], [12.391, 8.889, -6.428], [9.607, 4.202, -6.119], [11.318, 4.152, -5.772], [10.795, 4.384, -7.474], [12.046, 9.865, -6.092], [12.808, 8.933, -7.431], [13.149, 8.604, -5.698], [17.470, 7.070, -5.729], [16.601, 7.119, -4.584], [15.489, 6.424, -4.631], [15.172, 5.617, -5.468], [14.787, 6.730, -3.536], [13.589, 6.030, -3.302], [18.422, 6.551, -5.556], [17.706, 8.102, -5.964], [17.036, 6.485, -6.540], [12.781, 6.256, -4.004], [13.229, 6.280, -2.308], [13.754, 4.951, -3.334], [13.496, 2.334, -4.921], [13.498, 1.773, -6.222], [13.758, 2.574, -7.245], [13.815, 3.778, -7.210], [13.979, 1.863, -8.320], [14.311, 2.610, -9.534], [12.861, 1.842, -4.185], [13.333, 3.408, -4.912], [14.501, 2.114, -4.535], [14.136, 3.693, -9.440], [13.719, 2.189, -10.339], [15.384, 2.504, -9.681]], "mulliken_charge": [1.105, 0.557, -0.873, -0.979, -0.661, -0.567, 0.123, -0.354, 0.667, -0.643, -0.196, -0.770, 0.358, 0.103, -0.265, 0.191, 0.332, 0.353, -0.342, -0.415, 0.665, -0.710, -0.436, -0.493, 0.293, 0.041, 0.296, 0.270, 0.320, 0.136, -0.110, -0.415, 0.549, 0.021, -0.443, -0.406, 0.289, 0.287, -0.193, 0.094, 0.310, 0.125, -0.081, -0.341, 0.842, 0.451, -0.419, -0.515, 0.390, -0.346, 0.089, 0.167, 0.286, 0.261], "e_homo_ev": -2.971, "relative_energy_kcal_mol": 5.5, "orbital_gap_ev": 5.16, "energy_ev": -60332.9745, "total_charge": -1}

---

Entry 2:
{"formula": "C12H24N2O3", "method": "wB97M-V/def2-TZVPD", "symbols": ["C", "C", "C", "C", "C", "C", "C", "C", "C", "C", "C", "C", "H", "H", "H", "H", "H", "H", "H", "H", "H", "H", "H", "H", "H", "H", "H", "H", "H", "H", "H", "H", "H", "H", "H", "H", "N", "N", "O", "O", "O"], "xyz": [[0.898, 2.347, -0.867], [-0.250, 1.506, -0.817], [1.933, 1.627, -1.837], [3.182, 2.445, -2.136], [2.277, 0.154, -1.272], [3.049, 0.015, 0.105], [-1.566, -0.087, 0.292], [-3.120, 0.301, 0.441], [-1.037, -1.200, 1.191], [-2.133, -2.305, 1.309], [-2.575, -3.005, 0.149], [-1.681, -3.498, 2.185], [0.718, 3.123, 1.172], [2.466, 3.191, 0.323], [0.557, 3.190, -1.720], [1.559, 1.536, -2.910], [3.975, 1.897, -2.604], [2.719, 3.354, -2.541], [3.452, 2.865, -1.046], [2.973, -0.219, -2.097], [1.358, -0.562, -1.241], [3.041, -1.143, 0.371], [2.530, 0.299, 1.126], [3.987, 0.532, 0.287], [-0.081, 0.846, 1.103], [-1.362, -0.385, -0.795], [-0.727, -0.896, 2.174], [-0.115, -1.657, 0.606], [-3.001, -1.831, 1.763], [-2.998, -2.294, -0.537], [-3.461, -3.767, 0.302], [-1.648, -3.495, -0.399], [-2.829, -3.926, 2.577], [-1.052, -4.563, 1.553], [-0.975, -3.013, 3.077], [-2.406, 2.007, 0.927], [1.568, 2.668, 0.429], [-0.825, 1.183, 0.432], [-0.910, 1.424, -1.878], [-4.110, -0.364, 0.128], [-3.380, 1.701, 0.676]], "mulliken_charge": [0.902, -0.607, -0.269, -1.333, -0.370, -1.029, 0.702, -0.037, -1.147, 0.614, -1.455, -1.023, 0.285, 0.281, 0.232, 0.372, 0.389, 0.382, 0.176, 0.439, 0.113, 0.328, 0.165, 0.361, 0.372, 0.445, 0.670, 0.128, 0.322, 0.457, 0.290, 0.294, 0.286, 0.238, 0.272, 0.417, -0.476, -0.457, -0.625, -0.543, -0.560], "e_homo_ev": -9.606, "relative_energy_kcal_mol": 173.9, "orbital_gap_ev": 9.89, "energy_ev": -21950.1681}

---

Entry 3:
{"formula": "C12H24N4O3S", "method": "wB97M-V/def2-TZVPD", "symbols": ["O", "O", "O", "S", "C", "C", "C", "N", "N", "N", "N", "C", "C", "C", "C", "C", "C", "C", "C", "C", "H", "H", "H", "H", "H", "H", "H", "H", "H", "H", "H", "H", "H", "H", "H", "H", "H", "H", "H", "H", "H", "H", "H", "H"], "xyz": [[2.132, -0.625, -1.089], [-1.037, 3.561, -0.188], [-2.070, -0.959, 0.038], [0.692, 1.132, 3.136], [2.243, -1.698, -0.521], [-1.240, 2.335, -0.256], [-0.863, -0.971, -0.053], [-1.870, 1.740, -1.257], [1.360, -7.026, -1.674], [-0.153, 0.114, 0.332], [1.238, -2.466, -0.181], [3.601, -2.128, -0.116], [-2.460, 2.415, -2.413], [0.089, -6.580, -2.282], [-0.439, -5.271, -1.702], [0.229, -4.059, -2.389], [0.423, 2.118, 1.669], [-0.428, -2.706, -1.940], [-0.668, 1.399, 0.832], [-0.181, -2.328, -0.480], [-0.549, 1.306, 3.641], [-2.055, 0.734, -1.199], [1.543, -7.960, -2.045], [1.153, -7.151, -0.719], [0.834, 0.116, 0.144], [1.518, -3.357, 0.293], [3.626, -1.910, 0.975], [3.668, -3.203, -0.359], [4.333, -1.517, -0.701], [-3.257, 1.814, -2.824], [-1.656, 2.596, -3.120], [-2.890, 3.340, -2.084], [-0.628, -7.343, -2.029], [0.171, -6.526, -3.355], [-0.206, -5.209, -0.640], [-1.525, -5.246, -1.907], [0.210, -4.136, -3.488], [1.276, -4.116, -2.145], [0.082, 3.112, 2.002], [1.314, 2.281, 1.057], [-0.011, -1.959, -2.613], [-1.489, -2.727, -2.179], [-1.506, 1.228, 1.479], [-0.712, -3.044, 0.135]], "mulliken_charge": [-0.727, -0.713, -0.675, -0.240, 0.790, 0.381, -0.044, -0.056, -0.658, 0.191, -0.074, -1.204, -1.019, -0.743, -0.262, -0.860, -0.860, -0.961, -0.185, 0.011, 0.127, 0.317, 0.245, 0.233, 0.097, 0.339, 0.284, 0.365, 0.315, 0.358, 0.297, 0.339, 0.388, 0.445, 0.195, 0.258, 0.444, 0.279, 0.423, 0.461, 0.397, 0.504, 0.347, 0.454], "smiles": "CNC(=O)[C@H](CS)NC(=O)[C@@H](CCCCN)NC(C)=O", "e_homo_ev": -8.930, "relative_energy_kcal_mol": 13.1, "orbital_gap_ev": 9.40, "energy_ev": -35772.4958}

---

Entry 4:
{"formula": "C12H24O6V", "method": "wB97M-V/def2-TZVPD", "symbols": ["V", "C", "C", "O", "C", "C", "O", "C", "C", "O", "C", "C", "O", "C", "C", "O", "C", "C", "O", "H", "H", "H", "H", "H", "H", "H", "H", "H", "H", "H", "H", "H", "H", "H", "H", "H", "H", "H", "H", "H", "H", "H", "H"], "xyz": [[0.007, 0.019, 0.017], [1.903, -0.791, 2.151], [0.671, -0.171, 2.790], [0.179, 0.828, 1.822], [0.914, 2.120, 1.869], [0.550, 2.846, 0.608], [0.636, 1.840, -0.482], [0.020, 2.283, -1.746], [-1.473, 2.021, -1.599], [-1.549, 0.828, -0.711], [-2.910, 0.269, -0.483], [-2.683, -0.818, 0.553], [-1.374, -1.414, 0.224], [-1.454, -2.407, -0.878], [-0.077, -2.539, -1.477], [0.548, -1.191, -1.479], [2.020, -1.248, -1.588], [2.525, -1.539, -0.186], [1.578, -0.801, 0.696], [2.066, -1.815, 2.490], [2.824, -0.226, 2.285], [0.903, 0.289, 3.751], [-0.132, -0.894, 2.931], [1.982, 1.911, 1.934], [0.597, 2.671, 2.755], [1.253, 3.653, 0.397], [-0.464, 3.247, 0.634], [0.478, 1.696, -2.540], [0.217, 3.339, -1.932], [-1.937, 1.784, -2.557], [-2.032, 2.828, -1.126], [-3.286, -0.089, -1.441], [-3.572, 1.054, -0.116], [-3.479, -1.563, 0.520], [-2.608, -0.424, 1.565], [-2.194, -2.066, -1.601], [-1.785, -3.357, -0.457], [-0.133, -2.889, -2.508], [0.560, -3.217, -0.909], [2.351, -0.282, -1.964], [2.333, -2.026, -2.285], [3.538, -1.167, -0.028], [2.489, -2.590, 0.099]], "lowdin_spin": [1.067, -0.002, 0.002, -0.004, 0.003, 0.002, -0.005, 0.002, -0.002, -0.025, -0.002, 0.001, -0.004, 0.002, 0.002, -0.004, 0.002, -0.001, -0.025, -0.001, -0.001, 0.000, 0.000, 0.000, -0.001, -0.001, 0.000, 0.000, 0.000, -0.001, -0.001, -0.001, -0.001, 0.000, 0.000, 0.000, -0.001, -0.001, 0.000, 0.000, 0.000, -0.001, -0.001], "e_homo_ev": [-26.036, -26.297], "spin_multiplicity": 2, "s2": 0.765, "relative_energy_kcal_mol": 0.0, "orbital_gap_ev": [7.99, 8.99], "energy_ev": -50757.7827, "total_charge": 4}

---

Entry 5:
{"formula": "C12H25BIO3", "method": "wB97M-V/def2-TZVPD", "symbols": ["C", "C", "C", "C", "C", "C", "O", "B", "I", "O", "C", "C", "C", "C", "C", "O", "C", "H", "H", "H", "H", "H", "H", "H", "H", "H", "H", "H", "H", "H", "H", "H", "H", "H", "H", "H", "H", "H", "H", "H", "H", "H"], "xyz": [[0.903, 1.834, 1.636], [-0.441, 2.566, 1.815], [-1.206, 2.921, 0.533], [-1.323, 1.841, -0.549], [-1.953, 2.451, -1.799], [-2.165, 0.639, -0.076], [-2.914, 0.874, 1.097], [-3.208, -0.471, 1.652], [-5.455, -0.865, 1.723], [-2.581, -1.426, 0.719], [-1.475, -0.678, 0.257], [-0.687, -1.366, -0.848], [0.796, -1.522, -0.535], [1.566, -2.289, -1.607], [3.082, -2.084, -1.560], [3.750, -3.156, -0.899], [4.260, -2.820, 0.370], [1.107, 1.585, 0.596], [1.741, 2.443, 1.984], [0.931, 0.903, 2.205], [-1.098, 1.994, 2.467], [-0.236, 3.503, 2.342], [-0.765, 3.823, 0.090], [-2.228, 3.179, 0.816], [-0.331, 1.478, -0.841], [-1.398, 3.331, -2.136], [-2.002, 1.722, -2.610], [-2.978, 2.762, -1.580], [-2.884, 0.370, -0.874], [-2.808, -0.578, 2.800], [-0.822, -0.483, 1.131], [-1.133, -2.351, -1.012], [-0.796, -0.813, -1.790], [0.890, -2.022, 0.435], [1.236, -0.527, -0.411], [1.404, -3.362, -1.473], [1.190, -2.015, -2.597], [3.504, -2.010, -2.566], [3.310, -1.146, -1.040], [4.939, -1.960, 0.316], [3.460, -2.592, 1.083], [4.818, -3.681, 0.737]], "mulliken_charge": [-0.953, -0.467, -1.152, 1.325, -1.954, -0.254, -0.752, 0.729, -0.386, -0.809, 0.561, -1.216, 0.100, -0.614, -0.525, -0.385, -0.655, 0.096, 0.409, 0.214, 0.245, 0.485, 0.435, 0.239, -0.047, 0.453, 0.397, 0.396, 0.294, -0.275, -0.012, 0.436, 0.260, 0.252, -0.041, 0.284, 0.433, 0.293, 0.353, 0.296, 0.244, 0.266], "e_homo_ev": -4.480, "orbital_gap_ev": 7.24, "energy_ev": -27772.6985, "total_charge": -1}